No. 1
ORCA calculation (ωB97M-V/def2-TZVPD) on a cluster of 6 separate species, C48H39F5O3 in total.

Output
Relative energy (zero: lowest compared OMol25 entry of this formula, charge and spin) in kJ/mol: 1045.0
SMILES string: Cc1ccccc1Cc1ccc2c(c1)C(=O)C(O)=CC2=O.Fc1ccccc1.Fc1ccccc1.Fc1ccccc1.Fc1ccccc1.Fc1ccccc1
2S+1: 1

Positions of all 95 atoms, in Å:
1 C 0.744 1.103 2.062
2 C 1.345 -0.400 1.701
3 C 0.740 -1.408 0.550
4 C 1.443 -2.893 0.238
5 C 2.793 -3.408 1.075
6 C 3.377 -2.364 2.236
7 C 2.678 -0.906 2.547
8 C 3.380 0.038 3.731
9 C 4.328 1.131 2.901
10 C 5.011 0.752 1.432
11 C 5.962 1.834 0.582
12 C 6.221 3.288 1.315
13 C 5.590 3.700 2.808
14 C 4.626 2.618 3.583
15 C 5.990 5.200 3.428
16 O 5.132 5.949 4.158
17 C 7.535 5.706 3.036
18 O 8.415 6.454 3.967
19 C 8.093 5.346 1.671
20 C 7.170 4.461 0.593
21 O 7.153 4.690 -0.728
22 H 0.166 1.588 1.139
23 H 0.080 1.082 3.042
24 H 1.676 1.787 2.273
25 H -0.214 -1.079 -0.088
26 H 1.009 -3.602 -0.616
27 H 3.308 -4.464 0.868
28 H 4.327 -2.651 2.887
29 H 2.495 0.583 4.279
30 H 4.002 -0.611 4.493
31 H 4.868 -0.303 0.899
32 H 6.454 1.561 -0.466
33 H 4.146 2.880 4.620
34 H 8.760 5.731 4.601
35 H 9.177 5.630 1.322
36 F 1.047 1.219 -1.213
37 C 0.272 1.905 -2.063
38 C 0.832 2.913 -2.839
39 C 0.026 3.625 -3.728
40 C -1.336 3.327 -3.822
41 C -1.890 2.316 -3.035
42 C -1.081 1.598 -2.155
43 H 1.890 3.136 -2.746
44 H 0.456 4.410 -4.345
45 H -1.965 3.885 -4.512
46 H -2.951 2.089 -3.108
47 H -1.494 0.803 -1.543
48 F -2.787 -1.310 1.441
49 C -3.180 -2.509 0.991
50 C -2.317 -3.595 1.091
51 C -2.728 -4.844 0.627
52 C -3.995 -4.991 0.056
53 C -4.852 -3.894 -0.045
54 C -4.445 -2.648 0.430
55 H -1.334 -3.459 1.530
56 H -2.064 -5.701 0.708
57 H -4.314 -5.965 -0.310
58 H -5.836 -4.010 -0.493
59 H -5.102 -1.786 0.367
60 F -3.046 3.201 -5.962
61 C -3.078 2.488 -7.095
62 C -2.231 2.831 -8.143
63 C -2.260 2.085 -9.322
64 C -3.145 1.010 -9.443
65 C -3.995 0.677 -8.387
66 C -3.957 1.416 -7.205
67 H -1.556 3.673 -8.034
68 H -1.596 2.340 -10.144
69 H -3.170 0.432 -10.364
70 H -4.685 -0.157 -8.486
71 H -4.605 1.166 -6.371
72 F 1.867 3.566 6.356
73 C 1.091 4.252 5.506
74 C 1.652 5.260 4.730
75 C 0.845 5.972 3.841
76 C -0.516 5.674 3.747
77 C -1.071 4.663 4.534
78 C -0.262 3.945 5.414
79 H 2.709 5.483 4.823
80 H 1.276 6.757 3.224
81 H -1.146 6.232 3.057
82 H -2.132 4.436 4.461
83 H -0.675 3.150 6.027
84 F -5.518 -7.331 -1.353
85 C -5.474 -8.493 -0.689
86 C -5.859 -9.664 -1.333
87 C -5.808 -10.876 -0.644
88 C -5.382 -10.901 0.686
89 C -5.002 -9.720 1.326
90 C -5.043 -8.511 0.633
91 H -6.196 -9.623 -2.364
92 H -6.100 -11.797 -1.140
93 H -5.347 -11.846 1.225
94 H -4.675 -9.742 2.362
95 H -4.742 -7.584 1.111



No. 2
ORCA calculation (ωB97M-V/def2-TZVPD) on a structure of composition C48H40AsF6HgN8O16.

Output
Total energy in Eh: -6482.04375
Net charge: +2
2S+1: 2

Positions of all 120 atoms, in Å:
1 Hg -17.519 -0.620 10.054
2 As -19.948 1.067 12.610
3 F -20.359 2.086 11.169
4 F -21.352 1.770 13.478
5 F -19.442 0.058 14.009
6 F -18.509 0.498 11.672
7 F -18.968 2.454 13.126
8 F -20.884 -0.355 11.888
9 C -14.531 0.122 16.735
10 C -15.783 0.373 16.142
11 C -16.095 -0.137 14.893
12 C -15.131 -0.880 14.172
13 C -13.899 -1.106 14.687
14 C -13.580 -0.539 15.955
15 N -15.467 -1.484 12.792
16 O -16.316 -0.887 12.161
17 O -14.910 -2.514 12.400
18 H -14.409 0.414 17.768
19 H -16.553 0.875 16.709
20 H -17.047 0.176 14.490
21 H -13.181 -1.697 14.138
22 H -12.591 -0.642 16.376
23 C -13.021 -6.654 9.243
24 C -13.454 -5.519 8.515
25 C -14.546 -4.789 8.967
26 C -15.211 -5.214 10.137
27 C -14.755 -6.301 10.842
28 C -13.644 -6.973 10.462
29 N -16.379 -4.391 10.622
30 O -17.182 -4.964 11.404
31 O -16.464 -3.241 10.308
32 H -12.153 -7.125 8.806
33 H -13.043 -5.193 7.571
34 H -14.769 -3.845 8.492
35 H -15.198 -6.525 11.801
36 H -13.141 -7.714 11.065
37 C -11.570 -1.904 5.901
38 C -12.928 -1.740 5.746
39 C -13.724 -1.411 6.806
40 C -13.119 -1.279 8.113
41 C -11.750 -1.426 8.248
42 C -10.990 -1.765 7.159
43 N -13.937 -0.893 9.302
44 O -13.406 -0.676 10.400
45 O -15.179 -0.841 9.150
46 H -10.966 -2.121 5.033
47 H -13.415 -1.768 4.782
48 H -14.785 -1.246 6.690
49 H -11.319 -1.277 9.227
50 H -9.946 -2.000 7.307
51 C -14.856 0.671 3.270
52 C -14.809 1.457 4.441
53 C -15.678 1.226 5.496
54 C -16.734 0.272 5.337
55 C -16.782 -0.496 4.175
56 C -15.907 -0.184 3.142
57 N -17.675 -0.072 6.462
58 O -18.736 -0.548 6.073
59 O -17.385 0.019 7.623
60 H -14.208 0.750 2.409
61 H -14.003 2.175 4.468
62 H -15.731 1.869 6.362
63 H -17.521 -1.240 3.914
64 H -15.950 -0.818 2.268
65 C -20.537 -5.169 4.936
66 C -19.180 -5.355 4.730
67 C -18.297 -4.656 5.561
68 C -18.733 -3.765 6.547
69 C -20.108 -3.629 6.718
70 C -20.978 -4.301 5.893
71 N -17.867 -3.065 7.475
72 O -16.658 -3.000 7.217
73 O -18.312 -2.407 8.406
74 H -21.293 -5.581 4.284
75 H -18.725 -6.025 4.015
76 H -17.251 -4.870 5.400
77 H -20.411 -3.017 7.554
78 H -21.997 -4.026 6.121
79 C -24.287 -1.420 7.659
80 C -23.522 -1.780 8.729
81 C -22.255 -1.251 8.978
82 C -21.739 -0.220 8.161
83 C -22.628 0.265 7.170
84 C -23.835 -0.322 6.875
85 N -20.496 0.476 8.626
86 O -20.245 1.544 8.165
87 O -19.657 -0.090 9.354
88 H -25.298 -1.776 7.521
89 H -23.920 -2.491 9.438
90 H -21.678 -1.720 9.761
91 H -22.296 1.175 6.693
92 H -24.556 0.031 6.153
93 C -17.284 6.852 10.576
94 C -18.325 5.896 10.452
95 C -18.112 4.599 9.989
96 C -16.828 4.135 9.850
97 C -15.728 5.005 10.243
98 C -15.980 6.344 10.624
99 N -16.561 2.796 9.271
100 O -15.628 2.580 8.516
101 O -17.328 1.869 9.605
102 H -17.451 7.887 10.836
103 H -19.374 6.150 10.486
104 H -18.933 3.915 9.836
105 H -14.693 4.700 10.291
106 H -15.174 7.003 10.913
107 C -20.125 -4.207 15.718
108 C -19.126 -3.328 15.254
109 C -19.051 -2.977 13.894
110 C -19.787 -3.650 12.964
111 C -20.626 -4.681 13.399
112 C -20.849 -4.946 14.777
113 N -19.659 -3.272 11.539
114 O -20.209 -3.984 10.659
115 O -18.934 -2.362 11.253
116 H -20.279 -4.322 16.781
117 H -18.506 -2.852 15.999
118 H -18.309 -2.270 13.552
119 H -21.234 -5.122 12.623
120 H -21.584 -5.669 15.097



No. 3
ORCA calculation (ωB97M-V/def2-TZVPD) on a structure of composition C48H40F4MgN6OSSb.

Output
Relative energy (zero: lowest compared OMol25 entry of this formula, charge and spin) in kJ/mol: 59.1
Net charge: +1
2S+1: 1

Positions of all 102 atoms, in Å:
1 Mg -1.787 1.493 -1.001
2 C -1.839 1.092 -4.169
3 N -2.811 1.420 -3.119
4 C -3.974 0.536 -3.271
5 C -3.271 2.828 -3.263
6 C -2.489 3.810 -2.391
7 N -2.500 3.288 -1.032
8 C -3.123 3.910 -0.014
9 C -3.520 3.116 1.082
10 F -3.261 1.774 0.969
11 C -4.184 3.587 2.186
12 F -4.536 2.727 3.152
13 C -4.504 4.926 2.296
14 C -4.111 5.748 1.256
15 F -4.375 7.057 1.331
16 C -3.438 5.278 0.146
17 F -3.045 6.174 -0.784
18 H -2.255 1.255 -5.172
19 H -1.546 0.043 -4.093
20 H -0.954 1.713 -4.059
21 H -4.525 0.762 -4.192
22 H -4.654 0.659 -2.427
23 H -3.647 -0.502 -3.329
24 H -4.311 2.871 -2.937
25 H -3.230 3.129 -4.317
26 H -2.963 4.785 -2.490
27 H -1.466 3.901 -2.760
28 H -5.043 5.308 3.150
29 C 1.075 -7.247 9.148
30 O 1.798 -6.067 8.835
31 C 1.395 -5.335 7.780
32 C 2.165 -4.210 7.479
33 C 1.825 -3.397 6.422
34 C 0.707 -3.678 5.631
35 C -0.053 -4.805 5.935
36 C 0.280 -5.628 6.995
37 C 0.302 -2.832 4.518
38 N -0.604 -3.145 3.616
39 C -0.682 -2.071 2.780
40 C 0.201 -1.079 3.169
41 N 0.817 -1.580 4.285
42 C 0.299 0.167 2.493
43 C 1.098 1.250 2.893
44 C 1.023 2.434 2.203
45 C 0.176 2.520 1.096
46 N -0.532 1.493 0.667
47 C -0.503 0.333 1.344
48 C -1.392 -0.716 0.892
49 N -2.123 -0.502 -0.227
50 C -3.020 -1.409 -0.573
51 C -3.248 -2.586 0.142
52 C -2.483 -2.842 1.253
53 C -1.524 -1.900 1.642
54 H 1.595 -7.704 9.984
55 H 1.068 -7.942 8.305
56 H 0.048 -7.018 9.441
57 H 3.031 -3.996 8.091
58 H 2.457 -2.543 6.204
59 H -0.921 -5.026 5.329
60 H -0.336 -6.489 7.209
61 H 1.496 -1.111 4.859
62 H 1.749 1.151 3.753
63 H 1.598 3.299 2.501
64 H 0.068 3.446 0.548
65 H -3.598 -1.207 -1.464
66 H -4.018 -3.271 -0.181
67 H -2.599 -3.739 1.849
68 S 0.762 2.524 -2.106
69 Sb 2.116 0.952 -3.019
70 C 1.662 0.988 -5.101
71 C 1.453 -0.139 -5.883
72 C 1.009 0.016 -7.191
73 C 0.786 1.282 -7.708
74 C 1.017 2.408 -6.927
75 C 1.446 2.262 -5.618
76 C 4.156 1.425 -2.696
77 C 4.522 2.764 -2.752
78 C 5.843 3.115 -2.522
79 C 6.780 2.134 -2.226
80 C 6.406 0.799 -2.169
81 C 5.088 0.437 -2.408
82 C 1.725 -0.897 -2.047
83 C 0.765 -1.778 -2.530
84 C 0.436 -2.904 -1.787
85 C 1.058 -3.137 -0.568
86 C 1.999 -2.242 -0.078
87 C 2.331 -1.113 -0.814
88 H 1.648 -1.131 -5.493
89 H 0.836 -0.861 -7.802
90 H 0.430 1.397 -8.724
91 H 0.854 3.397 -7.334
92 H 1.588 3.136 -4.994
93 H 3.780 3.526 -2.962
94 H 6.144 4.153 -2.571
95 H 7.809 2.410 -2.037
96 H 7.139 0.037 -1.940
97 H 4.797 -0.607 -2.380
98 H 0.293 -1.601 -3.490
99 H -0.300 -3.604 -2.162
100 H 0.803 -4.019 0.008
101 H 2.483 -2.429 0.872
102 H 3.065 -0.410 -0.435



No. 4
ORCA calculation (ωB97M-V/def2-TZVPD) on a cluster of 8 separate species, C48H40F8 in total.

Output
Relative energy (zero: lowest compared OMol25 entry of this formula, charge and spin) in kJ/mol: 173.5
SMILES string: Fc1ccccc1.Fc1ccccc1.Fc1ccccc1.Fc1ccccc1.Fc1ccccc1.Fc1ccccc1.Fc1ccccc1.Fc1ccccc1
2S+1: 1

Positions of all 96 atoms, in Å:
1 F -4.216 3.118 4.675
2 C -3.154 3.025 3.853
3 C -3.137 2.078 2.830
4 C -2.032 1.910 2.001
5 C -0.979 2.838 2.097
6 C -1.008 3.786 3.124
7 C -2.057 3.887 3.995
8 H -3.984 1.420 2.707
9 H -2.040 1.066 1.328
10 H -0.118 2.725 1.456
11 H -0.192 4.482 3.249
12 H -2.132 4.679 4.725
13 F 4.034 -6.892 0.738
14 C 3.737 -6.917 -0.595
15 C 3.025 -5.897 -1.214
16 C 2.657 -6.005 -2.517
17 C 3.211 -6.984 -3.250
18 C 4.023 -7.937 -2.658
19 C 4.289 -7.954 -1.268
20 H 2.695 -5.032 -0.658
21 H 2.035 -5.226 -2.933
22 H 2.894 -7.117 -4.273
23 H 4.298 -8.767 -3.291
24 H 4.784 -8.778 -0.776
25 F -1.797 3.644 -3.992
26 C -1.746 4.214 -2.695
27 C -0.535 4.390 -2.052
28 C -0.579 4.898 -0.728
29 C -1.747 5.212 -0.063
30 C -2.919 4.971 -0.733
31 C -2.972 4.476 -2.049
32 H 0.391 4.095 -2.523
33 H 0.360 4.842 -0.196
34 H -1.806 5.461 0.986
35 H -3.784 5.339 -0.201
36 H -3.937 4.244 -2.475
37 F 2.303 1.737 6.026
38 C 1.303 0.997 5.474
39 C 1.725 0.041 4.496
40 C 0.750 -0.684 3.832
41 C -0.592 -0.377 4.079
42 C -0.938 0.492 5.061
43 C 0.043 1.150 5.776
44 H 2.747 -0.065 4.164
45 H 0.991 -1.307 2.983
46 H -1.354 -0.863 3.489
47 H -2.005 0.629 5.158
48 H -0.179 1.886 6.535
49 F -0.985 -2.765 -5.727
50 C -1.824 -1.756 -5.685
51 C -2.322 -1.354 -4.439
52 C -3.182 -0.263 -4.486
53 C -3.479 0.509 -5.648
54 C -2.841 0.122 -6.865
55 C -2.032 -1.003 -6.844
56 H -2.153 -1.922 -3.536
57 H -3.618 0.051 -3.549
58 H -3.958 1.476 -5.592
59 H -3.055 0.668 -7.772
60 H -1.454 -1.317 -7.701
61 F -2.495 -2.591 1.916
62 C -1.553 -3.543 1.814
63 C -1.195 -4.046 0.579
64 C -0.208 -4.982 0.424
65 C 0.484 -5.403 1.595
66 C 0.140 -4.948 2.869
67 C -0.871 -3.977 2.937
68 H -1.779 -3.759 -0.283
69 H 0.061 -5.377 -0.545
70 H 1.280 -6.109 1.405
71 H 0.697 -5.318 3.717
72 H -1.128 -3.529 3.886
73 F 0.937 -2.534 -2.459
74 C 0.545 -1.358 -1.908
75 C 0.632 -1.158 -0.555
76 C 0.239 0.047 -0.018
77 C -0.118 1.055 -0.894
78 C -0.013 0.982 -2.255
79 C 0.268 -0.272 -2.777
80 H 0.853 -2.007 0.074
81 H 0.148 0.157 1.052
82 H -0.500 1.960 -0.445
83 H -0.170 1.838 -2.894
84 H 0.378 -0.437 -3.839
85 F 2.850 3.417 -1.675
86 C 2.911 3.886 -0.416
87 C 3.239 5.196 -0.105
88 C 3.213 5.681 1.247
89 C 2.783 4.758 2.253
90 C 2.319 3.518 1.947
91 C 2.474 3.106 0.614
92 H 3.547 5.769 -0.967
93 H 3.576 6.667 1.496
94 H 2.860 5.081 3.281
95 H 2.025 2.751 2.648
96 H 2.118 2.104 0.427



Table of maximum force (Eh/bohr), in record order: 0.1702 0.0712 0.0135 0.1075
Table of molecular weight (g/mol), in record order: 758.827 1374.388 971.013 768.832